# 1
{
  "formula": "C3H4N2O",
  "method": "ωB97M-V/def2-TZVPD",
  "elements": ["N", "C", "N", "H", "H", "C", "C", "O", "H", "H"],
  "coordinates": [[1.357423, -1.012307, -0.918139], [0.165025, -1.142379, -0.724793], [-0.975625, -1.234895, -0.286383], [1.944917, -0.293819, -1.246862], [-1.199281, -1.716766, -1.294247], [0.600738, 1.546131, 0.368573], [-0.327791, 1.020384, 0.860897], [-1.242529, 0.640149, 1.724184], [1.315213, 2.320558, 0.212122], [-1.638090, -0.127055, 1.304647]],
  "atomic_forces_ev_per_a": [[-1.767, -2.122, 0.276], [4.580, 2.007, 0.972], [-1.447, -2.427, -3.812], [0.048, 0.866, -0.450], [-1.362, 0.791, 2.527], [1.956, 1.984, -0.796], [-1.740, 0.091, 2.579], [0.176, -0.137, -0.799], [0.186, -0.363, -0.566], [-0.632, -0.690, 0.068]],
  "energy_ev": -8199.0023,
  "e_homo_ev": -9.45,
  "e_above_lowest_kcal_mol": 112.6,
  "charge": 0,
  "homo_lumo_gap_ev": 10.11
}



# 2
{
  "formula": "C57H62N2O6",
  "method": "ωB97M-V/def2-TZVPD",
  "elements": ["C", "C", "C", "C", "C", "C", "C", "C", "C", "C", "N", "C", "C", "C", "C", "C", "C", "C", "C", "C", "C", "O", "O", "C", "C", "C", "C", "C", "C", "C", "C", "C", "N", "H", "H", "H", "H", "H", "H", "H", "H", "H", "H", "H", "H", "H", "H", "H", "H", "H", "H", "H", "H", "H", "H", "H", "H", "H", "H", "H", "H", "H", "H", "H", "H", "H", "H", "H", "H", "H", "H", "H", "H", "H", "H", "H", "H", "H", "H", "O", "C", "C", "C", "C", "C", "C", "C", "C", "O", "C", "C", "C", "C", "C", "C", "H", "H", "H", "H", "H", "H", "H", "H", "O", "C", "C", "C", "C", "C", "C", "C", "C", "O", "C", "C", "C", "C", "C", "C", "H", "H", "H", "H", "H", "H", "H", "H"],
  "coordinates": [[9.206594, 0.743038, 2.206187], [8.127634, 0.707102, 0.928638], [7.895923, 2.264265, 0.472289], [7.976010, 2.537967, -1.141915], [7.488629, 1.286264, -2.084675], [6.931571, 1.712049, -3.567349], [5.473219, 0.913378, -3.748788], [4.342109, 1.901273, -3.089502], [3.326755, 1.117072, -2.016404], [3.901599, 0.902491, -0.509625], [3.078254, 0.253776, 0.566341], [1.707495, -0.152072, 0.104561], [0.696501, -0.830932, 1.221450], [1.281430, -0.962533, 2.782535], [1.472182, 0.580089, 3.396204], [0.510235, 0.847203, 4.720948], [0.507933, 2.495236, 4.985532], [-0.836616, -1.318486, 0.823781], [-1.913116, -1.964598, 1.910396], [-2.294917, -3.532338, 1.614298], [-1.304471, -4.288555, 0.546118], [-0.044866, -4.566871, 0.891300], [-1.864274, -4.643897, -0.767582], [-1.357853, -1.125177, -0.718664], [-0.325631, -0.450666, -1.799375], [-0.900302, -0.263282, -3.351735], [-1.136937, 1.350278, -3.645603], [-2.572100, 1.899927, -2.997143], [-2.287274, 2.548307, -1.511500], [-3.667370, 2.862261, -0.644954], [-4.146623, 4.425825, -0.779409], [1.224035, 0.061997, -1.434332], [1.991053, 0.695129, -2.561436], [10.209097, 1.173096, 1.736104], [8.812222, 1.358036, 3.120224], [9.429502, -0.391092, 2.451972], [7.119669, 0.307564, 1.369709], [8.625609, 0.018355, 0.124572], [8.769384, 2.893572, 0.972781], [6.885259, 2.709199, 0.925436], [9.042752, 2.976123, -1.450756], [7.215990, 3.431477, -1.363937], [6.721260, 0.613276, -1.510549], [8.450482, 0.604978, -2.272865], [7.662604, 1.444445, -4.445893], [6.764777, 2.876243, -3.604508], [5.540697, -0.151782, -3.218748], [5.332171, 0.775087, -4.902152], [3.692714, 2.432311, -3.907145], [4.898474, 2.733230, -2.483437], [4.991986, 1.262867, -0.232409], [2.352324, -1.459382, 2.684356], [0.580716, -1.602711, 3.475157], [2.583092, 0.775436, 3.773433], [1.189849, 1.398648, 2.583524], [-0.616350, 0.555318, 4.543525], [0.949515, 0.263388, 5.655051], [1.340711, 2.803302, 5.781306], [0.783903, 3.083117, 4.002662], [-0.510561, 2.884409, 5.411466], [-2.932280, -1.350628, 1.815797], [-1.557522, -1.785725, 3.035030], [-2.297815, -4.177995, 2.608658], [-3.385301, -3.596802, 1.174093], [-2.857271, -4.782671, -0.716966], [-2.463332, -1.440854, -1.027803], [-0.089542, -0.632712, -4.112178], [-1.908952, -0.886983, -3.440461], [-0.257761, 1.968411, -3.144369], [-1.098958, 1.612978, -4.805190], [-2.923898, 2.773180, -3.726691], [-3.395062, 1.068194, -3.020073], [-1.718337, 3.559102, -1.686260], [-1.603223, 1.861489, -0.815819], [-3.462491, 2.676452, 0.515663], [-4.551451, 2.147311, -0.982473], [-4.303583, 4.887607, 0.298829], [-5.112117, 4.440551, -1.445516], [-3.333340, 5.058833, -1.333759], [-7.269494, 4.137356, -3.535906], [-8.293699, 3.851676, -4.143867], [-8.621139, 2.441424, -4.437204], [-7.763529, 1.424520, -3.997751], [-8.086338, 0.087856, -4.236105], [-9.263084, -0.237084, -4.910411], [-10.110003, 0.775241, -5.364501], [-9.785251, 2.117390, -5.132888], [-10.678006, 3.181955, -5.632516], [-11.672177, 2.899120, -6.291168], [-10.361312, 4.590113, -5.322430], [-11.221115, 5.605947, -5.760784], [-10.947937, 6.937331, -5.443556], [-9.819335, 7.257707, -4.689572], [-8.953395, 6.248069, -4.264019], [-9.222164, 4.911260, -4.585809], [-6.846078, 1.670415, -3.465906], [-7.421653, -0.700757, -3.890262], [-9.520980, -1.279286, -5.085009], [-11.024382, 0.514214, -5.894758], [-12.106734, 5.362971, -6.345613], [-11.618776, 7.724277, -5.781356], [-9.611527, 8.294547, -4.434127], [-8.072692, 6.507021, -3.678432], [1.988813, -7.806258, 6.251745], [2.718644, -6.924905, 5.814951], [3.590582, -6.155504, 6.725898], [3.596460, -6.451918, 8.095136], [4.446802, -5.756601, 8.956031], [5.292290, -4.767393, 8.454410], [5.275166, -4.458469, 7.093329], [4.418096, -5.149627, 6.228342], [4.393864, -4.803797, 4.793157], [5.080659, -3.883144, 4.365485], [3.537379, -5.585649, 3.879650], [3.534154, -5.289436, 2.510131], [2.753476, -6.044989, 1.634045], [1.976410, -7.095730, 2.120859], [1.967101, -7.383335, 3.487429], [2.745475, -6.622927, 4.369902], [2.943264, -7.226592, 8.492948], [4.453471, -5.991056, 10.018251], [5.964169, -4.234267, 9.123391], [5.934259, -3.681421, 6.709676], [4.142053, -4.473768, 2.122152], [2.755342, -5.816090, 0.570552], [1.375300, -7.690792, 1.436725], [1.355153, -8.203386, 3.859776]],
  "atomic_forces_ev_per_a": [[0.158, -0.976, -1.645], [0.468, 0.959, 1.780], [0.629, 0.359, 0.024], [-0.946, 1.059, -0.298], [1.726, -0.206, -0.155], [-0.674, -0.468, 0.498], [1.069, 0.811, -0.371], [-0.807, -0.621, 0.924], [-1.104, -0.487, -0.055], [-4.017, -1.624, 0.044], [-0.906, 1.407, -5.842], [-0.251, 0.045, -0.586], [-2.268, -0.463, -1.677], [0.514, 0.882, -1.327], [-0.485, 0.048, 0.807], [0.225, 1.077, -0.417], [0.755, 0.068, 0.660], [2.635, 1.649, -1.688], [0.133, 1.103, -0.185], [-0.400, -0.927, -0.447], [4.589, -1.116, 1.573], [-8.049, 1.660, -2.840], [0.407, 0.366, 3.212], [4.599, 1.754, 0.304], [-1.108, -1.140, 2.072], [0.669, 0.693, 0.963], [-0.377, 0.312, 0.276], [1.053, 0.770, -0.532], [-0.483, -0.233, 0.541], [0.288, 0.270, 0.398], [-0.023, -0.361, -0.254], [-1.788, -0.734, 0.569], [3.321, -0.472, 7.010], [-2.060, -0.654, 1.354], [0.877, -1.250, -1.818], [-0.461, 2.413, -0.004], [1.907, 0.333, -1.231], [-1.333, 1.398, 1.384], [-1.881, -1.209, -1.040], [2.123, -1.163, -1.058], [-2.286, -1.283, 0.609], [1.625, -1.777, 0.431], [1.351, 1.420, -1.123], [-2.137, 1.267, 0.527], [-1.311, 0.369, 1.895], [0.203, -2.277, -0.002], [-0.261, 2.418, -1.200], [-0.171, 0.119, 2.262], [1.188, -1.179, 1.605], [-1.112, -1.585, -1.031], [-2.583, -0.842, -0.589], [-2.371, 0.899, 0.291], [1.402, 1.251, -1.594], [-2.324, -0.514, -1.075], [0.694, -1.909, 1.661], [2.321, 0.247, 0.204], [-1.081, 1.240, -1.966], [-1.764, -0.750, -1.704], [-0.757, -1.259, 1.894], [1.895, -0.813, -0.911], [2.312, -1.262, 0.094], [-0.575, -0.611, -2.677], [0.215, 1.407, -2.152], [2.107, 0.228, 0.874], [1.717, 0.547, 0.303], [2.757, 0.800, 0.628], [-1.603, 0.463, 1.562], [2.253, 1.394, 0.094], [-1.804, -1.411, -1.065], [-0.148, -0.875, 2.426], [0.499, -1.823, 1.699], [1.580, 1.482, 0.251], [-1.018, -1.930, 0.404], [-1.405, 1.301, -1.879], [-0.365, 0.156, -2.607], [1.927, 1.422, 0.718], [0.055, -0.873, -2.420], [1.732, 0.324, 1.521], [-1.478, -1.178, 1.096], [-0.578, -0.169, -0.334], [1.217, 0.335, 0.720], [0.143, -0.624, 0.041], [-0.085, -0.305, -0.044], [-0.017, 0.379, 0.013], [-0.144, 0.348, -0.081], [0.185, -0.268, 0.095], [0.159, -0.615, 0.098], [-1.259, -0.345, -0.822], [0.632, 0.176, 0.424], [-0.160, 0.630, -0.048], [0.060, 0.299, 0.084], [0.025, -0.379, -0.024], [0.181, -0.364, 0.061], [-0.202, 0.260, -0.097], [-0.179, 0.648, -0.011], [-0.262, 0.123, -0.132], [-0.110, 0.162, -0.060], [0.036, 0.204, 0.014], [0.202, 0.247, 0.101], [0.265, -0.121, 0.168], [0.118, -0.166, 0.056], [-0.017, -0.209, -0.042], [-0.169, -0.245, -0.157], [0.402, 0.483, -0.187], [-0.869, -1.023, 0.382], [0.236, 0.129, 0.613], [0.209, 0.162, 0.188], [-0.174, -0.120, -0.300], [-0.095, 0.004, -0.374], [0.019, -0.056, 0.341], [0.232, 0.061, 0.621], [0.789, 1.085, -0.636], [-0.392, -0.532, 0.298], [-0.191, -0.070, -0.575], [-0.184, -0.210, -0.200], [0.201, 0.121, 0.274], [0.097, 0.013, 0.424], [-0.008, 0.070, -0.371], [-0.194, -0.152, -0.540], [0.109, 0.150, -0.274], [-0.015, 0.029, -0.202], [-0.125, -0.084, -0.138], [-0.248, -0.213, -0.074], [-0.097, -0.174, 0.258], [-0.045, -0.004, 0.242], [0.097, 0.140, 0.145], [0.203, 0.256, 0.082]],
  "energy_ev": -75361.3870,
  "e_homo_ev": -7.73,
  "charge": 0,
  "homo_lumo_gap_ev": 6.61
}



# 3
{
  "formula": "C3H2IN3O2",
  "method": "ωB97M-V/def2-TZVPD",
  "elements": ["C", "C", "C", "N", "N", "N", "O", "O", "I", "H", "H"],
  "coordinates": [[-0.309107, -0.010379, 0.553470], [-0.013866, -0.503783, -0.791660], [-1.536986, -1.628904, 0.041272], [-1.232360, -0.828490, 1.052800], [-0.883198, -1.520546, -1.094680], [-0.736140, -4.169679, 1.392796], [0.169741, -3.944618, 0.680449], [-0.967248, -4.457918, 2.519252], [-2.931485, -3.143416, 0.377289], [0.318988, 0.735722, 1.138323], [0.687315, -0.145194, -1.535895]],
  "atomic_forces_ev_per_a": [[1.156, -0.704, 0.469], [-1.450, -0.831, -0.923], [-1.477, -1.755, 0.173], [0.458, 2.125, 1.553], [2.037, 1.661, -0.636], [-1.285, -0.617, 0.105], [1.335, 0.019, 0.367], [1.178, -0.109, 0.274], [-0.617, 1.236, -0.838], [-1.329, -1.025, -0.758], [-0.007, -0.002, 0.213]],
  "energy_ev": -19803.0969,
  "e_homo_ev": [-8.80, -9.41],
  "e_above_lowest_kcal_mol": 0.0,
  "charge": 0,
  "homo_lumo_gap_ev": [5.97, 8.35]
}



# 4
{
  "formula": "C6H8N2O2",
  "method": "ωB97M-V/def2-TZVPD",
  "elements": ["H", "N", "C", "O", "C", "C", "C", "O", "C", "C", "N", "H", "H", "H", "H", "H", "H", "H"],
  "coordinates": [[3.879492, 0.945145, 0.446495], [3.255174, -0.089203, 0.258948], [2.122598, 0.449674, 0.227272], [2.477353, 2.009012, 0.389294], [0.913940, 0.148477, -0.511483], [-0.082936, 1.019245, -0.957162], [-1.303099, 0.448117, -0.511529], [-2.332070, 1.129617, 0.062492], [-1.056773, -0.899556, -0.258165], [-1.999174, -1.963494, 0.188559], [0.301748, -1.054771, -0.278045], [1.732009, 2.429598, 0.832774], [0.047025, 2.032450, -1.332269], [-2.018670, 1.964201, 0.434704], [-1.778225, -2.304310, 1.211448], [-3.022153, -1.568463, 0.190324], [-1.944552, -2.840720, -0.472999], [0.808312, -1.855015, 0.079343]],
  "atomic_forces_ev_per_a": [[-1.545, -4.209, -0.038], [1.632, 2.004, 0.979], [3.615, 4.069, -2.681], [-2.548, -2.075, -0.197], [-0.669, -0.162, 0.006], [0.131, 0.806, 1.622], [1.155, -0.860, 0.153], [-1.329, 0.245, -0.902], [-0.478, 0.380, 0.452], [-0.016, -0.158, 0.088], [0.068, -0.238, 0.518], [-0.063, 0.352, 0.016], [0.101, -0.154, 0.566], [0.092, -0.293, -0.325], [0.007, 0.072, -0.224], [0.273, -0.155, -0.100], [-0.154, 0.231, 0.158], [-0.270, 0.146, -0.089]],
  "energy_ev": -13423.1855,
  "e_homo_ev": -7.78,
  "e_above_lowest_kcal_mol": 96.6,
  "charge": 0,
  "homo_lumo_gap_ev": 8.13
}